# 1
The following is a DFT calculation (ωB97M-V/def2-TZVPD) of a molecular structure, C27H35ClCoINO3PS2.

Element x y z (Å)
Co1 -1.21541 0.88918 0.22714
O1 0.91767 0.57413 0.28567
S1 1.93909 1.46999 0.95467
C1 1.67323 1.29735 2.75562
C2 1.90664 -0.07857 3.31129
C3 1.05831 -1.13520 2.97926
C4 1.30760 -2.41002 3.47283
C5 2.39127 -2.63950 4.31287
C6 3.22519 -1.58614 4.66314
C7 2.98476 -0.31487 4.16002
C8 3.51072 0.58931 0.78036
C9 3.71921 0.23686 -0.66727
C10 3.83565 1.23304 -1.63613
C11 3.99224 0.89981 -2.97292
C12 4.03692 -0.43642 -3.35556
C13 3.92367 -1.43207 -2.39551
C14 3.76187 -1.09490 -1.05672
H1 0.62731 1.59535 2.86488
H2 2.32094 2.04899 3.21276
H3 0.20012 -0.94812 2.34680
H4 0.64480 -3.22707 3.20670
H5 2.58067 -3.63440 4.70105
H6 4.06272 -1.75569 5.32887
H7 3.64359 0.50656 4.42746
H8 3.48923 -0.28907 1.41930
H9 4.26190 1.29895 1.14471
H10 3.79998 2.27794 -1.33993
H11 4.07396 1.68275 -3.71862
H12 4.15810 -0.69949 -4.40051
H13 3.95087 -2.47587 -2.68681
H14 3.66561 -1.87509 -0.30739
Cl1 -5.19131 0.45108 -2.71534
C15 -5.01331 1.80609 -1.54676
C16 -3.56276 2.22964 -1.33241
O2 -3.32337 3.43107 -1.39161
O3 -2.74128 1.27080 -1.07032
H15 -5.42676 1.47669 -0.59607
H16 -5.57672 2.64207 -1.93457
I1 -0.00415 5.29039 -3.52322
C17 -0.41532 4.75580 -1.55720
C18 -0.84140 5.69194 -0.63889
C19 -1.12375 5.26123 0.64907
C20 -0.98301 3.92168 0.95509
N1 -0.57345 3.01498 0.06140
C21 -0.29288 3.43429 -1.17352
H17 -0.96319 6.73092 -0.91823
H18 -1.45384 5.95933 1.40779
H19 -1.21219 3.54769 1.94546
H20 0.05297 2.68235 -1.87425
S2 -2.04175 0.85171 2.19925
C22 0.66342 -2.72436 -0.32002
C23 -0.82023 -2.82165 0.05995
P1 -1.78177 -1.35055 -0.47149
C24 -1.84019 -1.50696 -2.29745
C25 -2.53296 -2.73626 -2.88862
C26 -3.48607 -1.71702 0.10765
C27 -3.87938 -3.18682 0.28786
H21 1.23199 -3.55709 0.10552
H22 1.09866 -1.79085 0.03763
H23 0.79760 -2.75212 -1.40565
H24 -0.93261 -2.88591 1.14710
H25 -1.26493 -3.72223 -0.36524
H26 -0.80557 -1.44297 -2.64509
H27 -2.34364 -0.59798 -2.63188
H28 -2.10398 -3.67295 -2.52304
H29 -2.43159 -2.73244 -3.97690
H30 -3.60093 -2.72914 -2.66017
H31 -4.14514 -1.21753 -0.60392
H32 -3.60027 -1.18759 1.05566
H33 -3.69039 -3.78656 -0.60351
H34 -4.94797 -3.25238 0.50550
H35 -3.34499 -3.64618 1.12242

Its HOMO energy (alpha / beta) is -0.28496 / -0.29598 hartree. The spin multiplicity is 5.

# 2
The following is a DFT calculation (ωB97M-V/def2-TZVPD) of a molecular structure, Br2H2N2.

Element x y z (Å)
N1 -0.43018 1.23102 -0.93836
N2 1.27056 -0.82181 0.58574
Br1 -1.88300 0.48387 -0.17988
Br2 -0.15226 -1.58927 1.23779
H1 -0.02479 0.55320 -1.69740
H2 1.21967 0.14298 0.99212

Its HOMO energy (alpha / beta) is -0.35031 / -0.35015 hartree.

Computed F_max (eV Å⁻¹) in order:
0.48; 2.32
Computed energy above the lowest of the compared OMol25 structures with the same formula, charge and spin (kcal per mole) in order:
12.6; 72.1